# 1
{"formula": "C17H29N9NaO6S2", "method": "the ωB97M-V functional and the def2-TZVPD basis", "total_charge": -1, "lumo_energy_ha": 0.06479, "gap_ev": 5.64, "symbols": ["Na", "C", "C", "N", "C", "C", "N", "C", "C", "N", "H", "H", "H", "H", "H", "H", "H", "H", "H", "H", "H", "H", "H", "H", "H", "O", "S", "O", "O", "O", "N", "C", "N", "O", "H", "H", "H", "H", "S", "C", "N", "C", "C", "C", "N", "H", "H", "H", "H", "N", "C", "O", "C", "C", "C", "N", "C", "C", "H", "H", "H", "H", "H", "H"], "coordinates": [[-0.57592, 0.55047, -1.12146], [-0.43517, 4.03035, -0.56476], [0.64804, 3.39636, 0.31887], [0.44048, 1.99535, 0.69073], [-0.55727, 1.73570, 1.69660], [-1.99563, 1.94041, 1.34083], [-2.62258, 1.46167, 0.13380], [-3.25913, 2.45623, -0.73807], [-2.32303, 2.99029, -1.88913], [-0.90333, 3.13243, -1.56023], [-1.29461, 4.33164, -0.00645], [0.03862, 4.97330, -0.90695], [1.67616, 3.48459, -0.14580], [0.60335, 3.99163, 1.25827], [1.35021, 1.60481, 0.99004], [-0.40037, 0.64961, 1.87420], [-0.36122, 2.28593, 2.68103], [-2.55472, 1.49701, 2.19388], [-2.15440, 3.02093, 1.37717], [-3.08258, 0.53837, 0.20841], [-4.15519, 1.99398, -1.21070], [-3.59760, 3.36123, -0.19788], [-2.36984, 2.28044, -2.71305], [-2.79261, 3.93961, -2.23320], [-0.31300, 3.01871, -2.34831], [-2.40268, -3.23519, -0.08393], [-1.30682, -2.21581, -0.60798], [-0.11199, -3.02452, -0.78052], [-1.13419, -1.24667, 0.54561], [-1.78812, -1.53755, -1.79943], [2.36843, -1.18561, 3.11956], [2.25446, -1.33382, 1.72206], [2.25764, -2.64116, 1.31704], [2.25322, -0.36886, 0.90200], [1.53741, -1.55051, 3.59227], [2.31572, -0.15982, 3.29831], [2.46407, -3.30618, 2.04047], [1.72230, -2.99299, 0.52143], [-4.32869, -1.20213, 1.53374], [-3.30484, -1.38709, 2.87616], [-2.67467, -2.54234, 3.15636], [-2.03145, -2.68681, 4.33669], [-1.94275, -1.63875, 5.27061], [-2.66972, -0.49956, 4.88899], [-3.26182, -0.37143, 3.73006], [-2.94581, -2.85051, 0.70811], [-1.41143, -3.58570, 4.38370], [-1.45544, -1.62335, 6.23121], [-2.67236, 0.45982, 5.41845], [4.82239, -3.45918, -4.22301], [4.20261, -2.43370, -4.82502], [4.26118, -2.29029, -6.05810], [3.33067, -1.52056, -3.97153], [2.63291, -0.53613, -4.61132], [1.88456, 0.32901, -3.87169], [1.62955, 0.12170, -2.56524], [2.39943, -0.81158, -1.88858], [3.28710, -1.65482, -2.58287], [5.46711, -4.06203, -4.70032], [5.03498, -3.33564, -3.26836], [2.71288, -0.33610, -5.69309], [1.46695, 1.23555, -4.39161], [2.28000, -0.82885, -0.83996], [3.84857, -2.35190, -1.95813]], "forces_ev_per_a": [[-0.058, -0.191, 0.389], [0.921, 0.068, -0.098], [0.373, -0.067, 1.051], [1.108, 0.646, -0.794], [1.302, -1.708, 0.819], [-1.769, 0.550, 1.095], [0.428, -0.047, -1.483], [0.612, -0.495, 0.032], [-0.347, 0.295, 0.254], [-1.039, -0.734, -0.367], [-0.438, 0.159, 0.697], [-0.383, -0.171, -0.385], [-1.158, -0.011, 0.397], [0.555, 0.171, -0.290], [-0.925, 0.060, -0.360], [-0.296, 0.487, 0.331], [-0.285, -0.389, -0.980], [0.227, 0.390, -0.210], [-0.339, 0.115, 0.109], [0.129, 0.851, 0.260], [0.572, 0.380, 0.234], [-0.022, -0.464, 0.233], [0.004, -0.036, -0.148], [0.236, -0.276, -0.049], [0.450, 0.082, -0.631], [-0.597, 0.349, 0.565], [0.184, 1.004, 3.754], [0.248, -0.146, -0.623], [0.151, -0.880, -2.041], [0.120, 0.019, -0.332], [-0.758, 1.841, -0.152], [-0.092, 0.932, -2.185], [0.060, 0.192, 0.285], [0.031, -1.923, 2.874], [0.328, -0.371, -0.237], [0.365, -1.022, -0.142], [-0.246, -0.118, 0.046], [-0.113, 0.633, 0.059], [-0.083, -0.472, -0.646], [-0.647, -0.706, 0.300], [0.782, -1.046, 0.850], [0.344, 1.254, -1.317], [-1.063, 0.073, -0.372], [0.883, 0.402, -0.424], [-0.253, 1.482, 0.712], [0.757, -0.070, -1.467], [-0.401, 0.006, 0.395], [0.230, -0.489, 0.039], [0.151, -0.551, 0.577], [0.333, -0.353, 0.643], [-0.584, 0.595, -2.828], [-0.167, -0.018, 1.686], [1.525, -1.704, 0.340], [0.347, 0.820, -1.482], [-1.198, 0.578, 0.855], [1.426, -0.096, 0.604], [-0.753, 0.718, -3.253], [-1.018, 1.050, 0.538], [-0.092, 0.238, -0.566], [0.012, -0.143, 1.082], [0.211, -0.540, 0.687], [-0.012, -1.063, 0.844], [-0.213, -0.180, 0.752], [-0.054, 0.045, -0.529]], "mulliken_charge": [0.5448, -0.9990, -0.7729, 0.3667, -0.5440, -1.1627, 0.2750, -0.8380, -0.8395, 0.0576, 0.3429, 0.4000, 0.3832, 0.2778, 0.1347, 0.0982, 0.2720, 0.4452, 0.3506, 0.0171, 0.3749, 0.3489, 0.4073, 0.3388, 0.2542, -0.5419, 1.3290, -0.7656, -0.3095, -0.7558, -0.7138, 0.4912, -0.2942, -0.6652, 0.2840, 0.3335, 0.2215, 0.2417, -0.5963, 0.6176, -0.4644, -0.2626, -0.6420, -0.0027, -0.5339, 0.1363, 0.4183, 0.3877, 0.3993, -0.3262, 0.1823, -0.6580, 1.1447, -0.5397, -0.2705, -0.0253, -0.6542, -0.7340, 0.2446, 0.2005, 0.3935, 0.3067, 0.6784, 0.2113]}

---

# 2
{"formula": "C17H30BaN2OS6", "method": "the ωB97M-V functional and the def2-TZVPD basis", "total_charge": 2, "lumo_energy_ha": -0.18214, "gap_ev": 8.43, "symbols": ["Ba", "C", "C", "S", "C", "C", "S", "C", "C", "S", "C", "C", "S", "H", "H", "H", "H", "H", "H", "H", "H", "H", "H", "H", "H", "H", "H", "H", "H", "N", "C", "S", "N", "C", "C", "C", "C", "C", "C", "H", "H", "H", "H", "H", "H", "H", "H", "C", "S", "C", "O", "H", "H", "H", "H", "H", "H"], "coordinates": [[-1.62464, -0.06847, 1.01545], [0.30686, 2.91659, -1.63418], [1.24614, 1.73345, -1.78733], [0.52666, 0.09007, -1.49137], [-0.50109, -0.10665, -2.98890], [-1.51392, -1.23368, -2.85634], [-2.90272, -0.94960, -1.71100], [-3.75110, 0.47034, -2.48609], [-4.65084, 1.19541, -1.49755], [-3.80180, 2.08533, -0.15241], [-2.98814, 3.42724, -1.08575], [-1.86397, 4.08326, -0.30307], [-0.41407, 3.03659, 0.04131], [-0.51079, 2.87131, -2.35267], [0.86908, 3.83405, -1.80963], [2.06793, 1.80186, -1.07414], [1.66728, 1.72648, -2.79255], [0.17319, -0.33862, -3.81387], [-0.98580, 0.84558, -3.20036], [-1.03411, -2.13848, -2.47934], [-1.94497, -1.45795, -3.83149], [-4.35985, 0.08530, -3.30440], [-3.00055, 1.13831, -2.90319], [-5.31125, 0.49049, -0.99092], [-5.27219, 1.92091, -2.02166], [-3.75167, 4.17695, -1.29548], [-2.63211, 3.02547, -2.03302], [-2.21428, 4.40856, 0.67687], [-1.50499, 4.95834, -0.84386], [1.06758, -2.32903, 3.01293], [1.30422, -2.64197, 1.71063], [0.03285, -2.60877, 0.59634], [2.57042, -2.93273, 1.40998], [3.21275, -3.11952, 0.14404], [4.48865, -2.57925, 0.01699], [5.18032, -2.70652, -1.17478], [4.60869, -3.38158, -2.24311], [3.35665, -3.95695, -2.09514], [2.65363, -3.83745, -0.90507], [0.10996, -2.37656, 3.30749], [1.75240, -2.57678, 3.71253], [3.23081, -2.84237, 2.16971], [4.94426, -2.06040, 0.85347], [6.17167, -2.28311, -1.26297], [5.14941, -3.47887, -3.17444], [2.92571, -4.52750, -2.90727], [1.70368, -4.33031, -0.79107], [-1.39568, 0.54509, 5.75454], [-1.17279, 1.52364, 4.26109], [0.62200, 1.68680, 4.33590], [-1.39384, 0.53161, 3.11865], [-0.75705, -0.33479, 5.70593], [-2.44249, 0.25046, 5.80321], [-1.14919, 1.15588, 6.62228], [0.88352, 2.42324, 5.09496], [0.95496, 2.03833, 3.36044], [1.06462, 0.72094, 4.56967]], "forces_ev_per_a": [[-0.144, -0.538, -2.829], [-0.090, 0.071, 0.189], [-0.212, -0.212, 0.089], [-0.033, 0.108, -0.171], [0.164, 0.076, 0.169], [-0.097, 0.068, 0.110], [-0.133, 0.106, -0.451], [0.059, -0.216, 0.058], [0.138, 0.079, 0.147], [0.052, 0.040, -0.196], [-0.160, -0.135, 0.090], [0.172, -0.184, 0.089], [-0.105, -0.176, -0.118], [0.031, -0.019, -0.032], [-0.047, 0.021, -0.069], [0.070, 0.015, -0.068], [0.102, 0.080, 0.033], [-0.040, 0.022, -0.042], [-0.016, -0.025, -0.080], [-0.020, -0.046, -0.086], [0.065, -0.056, -0.021], [0.004, 0.039, -0.024], [-0.031, 0.028, -0.029], [-0.091, 0.053, -0.040], [-0.068, -0.067, -0.026], [0.025, 0.010, -0.067], [0.021, 0.037, -0.009], [0.002, 0.101, -0.028], [-0.071, 0.077, 0.057], [0.177, 0.031, 0.072], [0.129, -0.040, -0.233], [0.029, -0.400, 0.083], [-0.049, 0.036, 0.134], [0.074, 0.039, -0.274], [-0.108, 0.061, 0.066], [0.068, 0.001, -0.008], [0.014, 0.006, 0.035], [-0.008, -0.009, -0.037], [0.011, -0.020, 0.176], [-0.104, -0.104, 0.030], [-0.022, -0.026, 0.007], [0.014, -0.083, 0.027], [-0.018, 0.034, -0.018], [-0.005, 0.000, -0.005], [-0.005, -0.022, 0.002], [-0.011, 0.009, 0.011], [-0.126, 0.010, 0.024], [-0.132, 0.097, -0.168], [0.557, 0.099, 0.946], [-0.230, 0.053, -0.031], [0.282, 0.720, 2.609], [0.035, 0.022, -0.037], [-0.004, 0.054, -0.007], [0.014, 0.057, -0.040], [-0.069, 0.007, 0.016], [-0.037, 0.051, 0.012], [-0.026, -0.039, -0.041]], "mulliken_charge": [0.9781, -0.6448, -1.1062, 0.2307, -0.7391, -0.6993, -0.0676, -0.4745, -0.8413, 0.0033, -0.4980, -0.8808, 0.0892, 0.3303, 0.4421, 0.4435, 0.4512, 0.4506, 0.3309, 0.3780, 0.4560, 0.4092, 0.2055, 0.4408, 0.4217, 0.4160, 0.2665, 0.4606, 0.4392, -0.3262, 0.4672, -0.4668, -0.1872, 0.6935, -0.5430, -0.6360, -0.5405, -0.7368, -0.3141, 0.2289, 0.2193, 0.2621, 0.3347, 0.3980, 0.4312, 0.4174, 0.4835, -0.9999, 0.4659, -0.8380, -0.5487, 0.2967, 0.3555, 0.4233, 0.4190, 0.2715, 0.2774]}

---

Summary of ΔE to the lowest compared entry with this formula, charge and spin in eV
0.9685; 0.6877
(order as listed above)